(1)
Entry from the Open Molecules 2025 dataset: 14 unconnected molecules or ions with the total composition C3H32O14S2 in a non-equilibrium geometry (the ωB97M-V functional and the def2-TZVPD basis).

Output
- net charge = -1
- highest occupied orbital energy (spin up / spin down) (eV) = -1.387 / -5.208
- total energy (Ha) = -1983.12211
- multiplicity = 2

Cartesian coordinates (Å):
C  1.0930  -0.1240  0.4895
C  1.1200  -0.1603  -1.0045
O  0.0461  0.2235  -1.6328
C  0.5153  1.1479  1.0750
S  0.2621  0.9506  2.9574
S  2.1203  0.9548  3.7153
H  0.5477  -1.0223  0.8144
H  2.0341  -0.3342  1.0010
H  2.0124  -0.5748  -1.4883
H  1.0817  2.0786  1.0340
H  -0.4936  1.2801  0.6845
H  2.4477  -0.3291  3.8793
H  -1.9123  -1.5309  -4.3463
H  -2.6905  -2.8420  -4.0383
O  -2.7903  -1.9153  -4.3080
H  4.9873  1.0640  -0.3653
H  3.9090  1.5548  -1.3236
O  4.2922  0.7595  -0.9370
H  -2.3629  -3.1398  -1.7718
H  -2.2060  -1.8805  -2.7360
O  -2.5971  -2.2211  -1.9274
H  -1.1919  -2.3902  -0.0204
H  -0.5417  -2.7855  1.3402
O  -0.5277  -2.9463  0.4008
H  -1.9197  0.3040  -0.4557
H  -2.7989  0.5585  0.6935
O  -2.7235  -0.0679  -0.0292
H  0.0900  -2.2910  -2.5041
H  0.1126  -0.9607  -3.0947
O  -0.2973  -1.8418  -3.2682
H  2.4116  3.8455  0.5231
H  2.4802  3.5929  -1.0172
O  2.2577  3.2130  -0.1541
H  2.9712  -2.1620  0.9592
H  2.1276  -2.3950  2.1364
O  2.2078  -2.6466  1.1985
H  -3.0803  -2.0669  2.2935
H  -2.2377  -0.9484  1.4109
O  -2.2201  -1.7409  1.9938
H  -3.0677  1.5265  -1.7720
H  -1.5979  1.0892  -1.7470
O  -2.2690  1.6208  -1.2643
H  -0.4605  3.7102  -2.3297
H  -1.8535  4.0079  -1.9649
O  -1.2782  4.0359  -2.7357
H  -2.1546  3.5816  1.5388
H  -1.9237  4.1551  0.1268
O  -1.7210  4.3032  1.0553
H  2.1619  -3.9907  -0.5877
H  0.8006  -4.3047  0.1090
O  1.4948  -4.6667  -0.4486

Cartesian forces, eV/Å:
0.4 -0.4 0.4
0.8 0.5 0.7
-0.6 0.2 -0.8
-0.3 -0.5 1.6
-0.8 -0.1 -1.0
0.8 0.7 0.3
-0.6 0.6 0.2
0.5 0.5 -0.6
-0.3 0.1 -0.2
-0.1 -0.6 -0.5
0.0 0.4 0.2
-0.2 -0.4 -0.2
0.5 -0.4 -0.2
0.1 0.6 -0.4
-0.9 0.0 -1.7
0.4 0.3 0.4
-0.2 -0.2 0.2
-0.1 -0.3 -0.5
0.3 0.1 -0.3
0.3 -0.3 0.6
-0.8 -0.4 2.2
-0.2 0.1 0.2
-0.6 0.4 0.2
0.5 -0.9 -0.9
-0.7 -1.2 0.4
-0.5 0.5 0.0
0.3 -2.2 2.4
-0.3 -0.3 0.0
-0.7 0.1 0.2
1.3 0.2 -0.4
0.3 1.1 0.7
-0.1 0.2 0.5
0.1 -0.8 -1.5
1.3 0.9 -0.8
-0.3 -0.3 -0.5
-0.5 -0.8 1.7
0.2 0.7 -0.6
-0.9 -0.9 -0.1
0.4 -0.2 1.2
-0.5 -0.2 -0.2
0.5 0.6 -0.1
1.2 3.2 -2.3
-0.1 -0.2 -0.4
-0.4 -0.2 -0.3
0.5 0.3 0.4
0.3 0.3 -0.4
0.0 -0.3 0.1
-0.2 0.0 0.3
-0.4 0.2 0.4
0.0 0.7 -0.2
0.3 -1.2 -0.7

---

(2)
Entry from the Open Molecules 2025 dataset: a molecular structure, C26H44CrI2N4OSb (the ωB97M-V functional and the def2-TZVPD basis).

Output
- net charge = +1
- energy relative to the best compared isomer or geometry (same formula, charge and spin) (eV) = 0.0329
- highest occupied orbital energy (spin up / spin down) (eV) = -10.077 / -10.223
- total energy (Ha) = -3191.36348
- multiplicity = 5

Cartesian coordinates (Å):
Cr  0.1246  2.6776  -0.4558
I  -0.1459  -2.1246  -6.0357
C  -0.1827  -0.4230  -4.8343
C  -1.3129  0.3776  -4.7947
C  -1.3366  1.4887  -3.9649
I  -3.0416  2.6861  -3.8861
C  -0.2441  1.8379  -3.1553
O  -0.2833  2.8835  -2.3519
C  0.8928  1.0035  -3.2205
C  2.0642  1.3410  -2.3476
N  1.6526  1.2872  -0.9234
C  2.7707  1.4528  0.0074
C  2.2640  1.7867  1.3845
C  2.9771  1.4393  2.5207
C  2.5176  1.8481  3.7598
C  1.3542  2.5994  3.8278
C  0.6897  2.8897  2.6547
N  1.1178  2.4874  1.4496
C  0.9157  -0.1061  -4.0490
H  -2.1770  0.1389  -5.3996
H  2.4224  2.3539  -2.5468
H  2.8860  0.6427  -2.5310
H  1.2654  0.3515  -0.7543
H  3.3921  2.2824  -0.3432
H  3.4067  0.5630  0.0418
H  3.8849  0.8590  2.4257
H  3.0607  1.5886  4.6587
H  0.9614  2.9506  4.7708
H  -0.2268  3.4620  2.6686
H  1.7992  -0.7329  -4.0766
N  -1.7029  1.0326  -0.3931
C  -3.0652  1.1601  0.1758
C  -3.4812  2.6207  0.2689
C  -2.6757  3.3712  1.3383
C  -2.0508  4.6759  0.8747
N  -1.0996  4.4498  -0.2397
H  -1.7928  1.0256  -1.4082
H  -1.3327  0.1155  -0.1561
H  -3.0607  0.7216  1.1758
H  -3.7867  0.5996  -0.4232
H  -4.5476  2.6721  0.4919
H  -3.3623  3.0739  -0.7191
H  -1.8783  2.7104  1.6922
H  -3.3039  3.5831  2.2055
H  -1.4981  5.1387  1.6941
H  -2.8248  5.3862  0.5739
H  -0.5494  5.2913  -0.3866
H  -1.6072  4.3204  -1.1164
C  -1.4835  -4.1974  -0.3221
C  -1.1260  -2.7165  -0.3897
C  -1.2902  -2.1902  -1.8165
Sb  0.8038  -2.0611  0.3826
C  0.3092  -2.0054  2.4896
C  -0.4163  -3.2500  2.9855
C  -0.4862  -0.7407  2.8018
C  2.1957  -3.7282  0.4647
C  3.5885  -3.1774  0.1659
C  1.8728  -4.9204  -0.4259
H  -2.5392  -4.3293  -0.5752
H  -1.3209  -4.6311  0.6638
H  -0.9069  -4.7734  -1.0456
H  -1.8164  -2.1702  0.2670
H  -0.5967  -2.6819  -2.5037
H  -1.1104  -1.1149  -1.9001
H  -2.3008  -2.3901  -2.1840
H  1.2869  -1.9369  2.9785
H  -1.4158  -3.3156  2.5503
H  -0.5368  -3.2195  4.0718
H  0.1166  -4.1698  2.7383
H  -1.4705  -0.7764  2.3239
H  0.0221  0.1646  2.4560
H  -0.6600  -0.6393  3.8768
H  2.1618  -4.0430  1.5116
H  3.6627  -2.8266  -0.8667
H  4.3415  -3.9575  0.3042
H  3.8529  -2.3426  0.8204
H  1.7706  -4.6270  -1.4737
H  0.9565  -5.4237  -0.1255
H  2.6859  -5.6496  -0.3728

Cartesian forces, eV/Å:
0.0 0.0 0.2
0.0 0.0 0.0
0.0 0.0 0.0
0.0 0.0 0.0
0.0 0.0 0.0
0.0 0.0 0.0
0.0 0.0 0.0
0.0 0.0 0.0
0.0 0.0 0.0
0.0 0.0 0.0
0.0 0.0 0.0
0.0 0.0 0.0
0.0 0.0 0.0
0.0 0.0 0.0
0.0 0.0 0.0
0.0 0.0 0.0
0.0 0.0 0.0
0.1 0.0 0.0
0.0 0.0 0.0
0.0 0.0 0.0
0.0 0.0 0.0
0.0 0.0 0.0
0.0 0.0 0.0
0.0 0.0 0.0
0.0 0.0 0.0
0.0 0.0 0.0
0.0 0.0 0.0
0.0 0.0 0.0
0.0 0.0 0.0
0.0 0.0 0.0
0.0 0.0 0.0
0.0 0.0 0.0
0.0 0.0 0.0
0.0 0.0 0.0
0.0 0.0 0.0
-0.1 0.0 -0.1
0.0 0.0 0.0
0.0 0.0 0.0
0.0 0.0 0.0
0.0 0.0 0.0
0.0 0.0 0.0
0.0 0.0 0.0
0.0 0.0 0.0
0.0 0.0 0.0
0.0 0.0 0.0
0.0 0.0 0.0
0.0 0.0 0.0
0.0 0.0 0.0
0.0 0.0 0.0
0.0 0.0 0.0
0.0 0.0 0.0
0.0 0.0 -0.1
0.0 0.0 0.0
0.0 0.0 0.0
0.0 0.0 0.0
0.0 0.0 0.1
0.0 0.0 0.0
0.0 0.0 0.0
0.0 0.0 0.0
0.0 0.0 0.0
0.0 0.0 0.0
0.0 0.0 0.0
0.0 0.0 0.0
0.0 -0.1 -0.1
0.0 0.0 0.0
0.0 0.0 0.0
0.0 0.0 0.0
0.0 0.0 0.0
0.0 0.0 0.0
0.0 0.0 0.0
0.0 0.0 0.0
0.0 0.0 0.0
0.0 0.0 0.0
0.0 0.0 0.0
0.0 0.0 0.0
0.0 0.0 0.0
0.0 0.0 0.0
0.0 0.0 0.0
0.0 0.0 0.0

---

(3)
Entry from the Open Molecules 2025 dataset: a single C6H13N molecule in a non-equilibrium geometry (the ωB97M-V functional and the def2-TZVPD basis).

Output
- energy relative to the best compared isomer or geometry (same formula, charge and spin) (eV) = 0.4961
- highest occupied orbital energy (eV) = -8.995
- total energy (Ha) = -291.14052
- multiplicity = 1
- SMILES = C=C(C)C[C@@H](C)N

Cartesian coordinates (Å):
C  2.0361  0.2959  -1.5863
C  1.1741  -0.3624  -0.4937
C  -0.2630  0.1511  -0.6211
C  -1.2186  -0.1618  0.5111
C  -1.3276  -1.3630  1.0643
C  -2.2355  0.9148  0.8053
N  1.7614  -0.0625  0.8059
H  1.9788  1.3749  -1.4470
H  1.6963  0.0584  -2.5980
H  3.0682  -0.0220  -1.4897
H  1.2428  -1.4432  -0.6723
H  -0.6880  -0.1570  -1.5731
H  -0.2026  1.2501  -0.6922
H  -0.6121  -2.1263  0.7968
H  -2.1120  -1.5183  1.7930
H  -1.7669  1.7775  1.2790
H  -2.7461  1.2334  -0.1001
H  -2.9901  0.5518  1.5055
H  1.1884  0.5103  1.4075
H  2.0163  -0.9017  1.3051

Cartesian forces, eV/Å:
-0.4 0.0 0.1
0.3 0.1 -0.5
0.3 0.6 0.5
-0.8 -0.2 -0.8
0.3 0.6 0.0
0.1 -0.3 0.5
0.4 -0.1 0.2
0.2 0.1 -0.1
-0.1 0.0 0.1
0.2 0.0 0.1
-0.3 0.0 0.2
-0.1 -0.2 -0.1
0.1 -0.2 0.0
-0.1 -0.3 0.2
0.1 -0.4 0.1
0.1 0.2 -0.2
0.0 0.1 -0.1
0.0 0.0 -0.1
-0.2 -0.1 -0.1
-0.1 0.1 0.1

---

Which of these has the highest total energy?
C6H13N